[1]
Here is a cluster of 8 separate species, C26H74N10O8 in total at a distorted geometry from OMol25. Energies are from wB97M-V/def2-TZVPD.

```
118
Properties=species:S:1:pos:R:3:forces:R:3
C -3.480 5.511 -5.660 -0.3 -1.3 0.3
O -2.838 4.424 -4.917 -0.1 0.9 -2.5
C -3.300 4.247 -3.644 -1.0 0.4 2.0
C -2.159 3.896 -2.660 -0.9 -0.5 -0.8
C -1.384 2.681 -3.135 0.7 -1.1 0.8
N -2.660 3.677 -1.292 -0.4 -0.4 -0.2
H -3.265 6.452 -5.187 0.4 0.5 0.2
H -4.581 5.425 -5.670 0.3 -0.3 0.1
H -3.156 5.504 -6.709 0.2 -0.2 0.5
H -3.712 5.197 -3.275 -0.1 0.1 0.1
H -4.157 3.543 -3.528 0.5 -0.1 -0.4
H -1.541 4.785 -2.720 0.5 0.1 0.5
H -0.548 2.437 -2.436 -0.8 0.1 -0.2
H -0.894 2.759 -4.086 0.0 0.7 -0.7
H -2.016 1.780 -3.256 0.0 0.4 0.4
H -3.158 4.488 -0.943 0.2 0.2 -0.1
H -3.374 2.927 -1.256 0.7 0.4 -0.3
C -1.077 -2.975 -1.839 1.4 -1.5 1.4
O -1.517 -2.256 -2.928 -0.9 1.0 -0.6
C -1.122 -2.586 -4.212 -1.2 -1.9 -1.8
C 0.305 -2.220 -4.489 1.8 -0.8 -1.2
C 0.466 -0.689 -4.559 -1.2 -1.5 -0.5
N 0.831 -2.862 -5.762 -0.4 1.2 0.6
H -1.620 -2.544 -1.007 -0.3 -0.3 0.3
H -0.008 -2.824 -1.523 -0.8 -0.1 -0.8
H -1.210 -4.112 -1.877 -0.3 1.4 -0.3
H -1.317 -3.767 -4.413 0.5 2.4 0.4
H -1.774 -1.996 -4.993 0.9 -1.1 1.6
H 0.985 -2.610 -3.732 -0.3 0.0 0.5
H -0.282 -0.370 -5.293 0.0 0.5 0.3
H 1.410 -0.283 -4.840 1.0 -0.2 -0.3
H 0.261 -0.368 -3.571 -0.5 0.9 0.7
H 0.998 -2.015 -6.303 0.0 -0.9 -0.9
H 0.209 -3.523 -6.244 0.1 0.8 0.4
C 1.053 -0.710 -1.050 2.6 -0.8 -0.6
O 1.131 -1.600 0.042 0.7 -0.5 0.3
C 2.454 -2.229 0.031 -1.9 -0.5 2.1
C 3.001 -2.126 1.465 -1.8 1.4 -0.7
C 4.344 -2.678 1.582 2.7 0.3 -1.5
N 2.139 -2.758 2.426 0.5 -0.7 0.9
H 0.148 -0.209 -1.169 -1.9 0.4 0.3
H 1.271 -1.313 -1.958 -0.2 0.7 0.2
H 1.838 0.057 -0.958 -0.2 -0.2 -0.2
H 2.377 -3.306 -0.239 0.0 0.6 -0.2
H 3.071 -1.677 -0.604 1.2 0.6 -1.3
H 2.922 -1.050 1.736 0.5 -0.4 -0.3
H 5.032 -2.524 0.690 -0.9 0.5 0.9
H 4.327 -3.733 1.611 -0.3 -1.5 0.3
H 4.856 -2.338 2.462 0.3 0.2 0.5
H 1.219 -2.381 2.387 -0.9 0.1 -0.2
H 2.135 -3.766 2.304 -0.3 0.1 0.0
C 1.870 5.462 2.208 -0.7 -1.3 -1.4
O 3.042 4.842 1.688 -1.3 -1.2 0.6
C 2.729 3.458 1.513 0.7 -0.9 0.5
C 4.030 2.717 1.098 -0.1 0.8 2.4
C 4.789 3.519 0.102 -2.0 -0.5 -3.1
N 3.821 1.399 0.560 -1.5 -1.3 0.1
H 2.088 6.465 2.300 0.5 2.3 0.4
H 1.558 5.067 3.179 0.0 -0.2 -0.1
H 1.037 5.397 1.449 0.5 -0.2 0.8
H 2.241 2.994 2.438 0.9 0.6 -0.7
H 1.994 3.263 0.739 -0.3 0.5 -0.6
H 4.633 2.619 2.040 -0.3 0.1 -0.6
H 4.060 3.612 -0.814 1.2 0.0 1.3
H 5.570 2.893 -0.266 1.0 -0.2 -0.3
H 5.128 4.503 0.296 0.2 0.7 0.8
H 3.648 1.432 -0.456 -0.3 0.1 0.5
H 2.974 0.938 1.005 1.4 0.7 -0.8
C -5.617 -0.672 -1.588 -0.8 0.7 1.2
O -5.084 -0.034 -0.442 0.3 -0.8 0.5
C -3.900 -0.710 0.034 -0.1 1.2 -0.4
C -3.638 -0.315 1.479 1.2 -0.1 0.3
C -3.507 1.228 1.594 -0.8 -0.5 1.0
N -2.334 -0.996 1.815 -2.0 -0.2 -2.0
H -4.864 -0.742 -2.298 1.4 -0.2 -1.8
H -6.402 -0.024 -1.940 -0.3 0.2 -0.3
H -6.036 -1.670 -1.449 0.0 -0.1 0.5
H -4.021 -1.791 -0.147 0.4 0.3 0.3
H -2.999 -0.263 -0.499 -0.8 -0.9 0.0
H -4.379 -0.715 2.183 0.0 0.2 -0.3
H -4.408 1.808 1.433 -0.6 -0.3 -0.4
H -2.784 1.634 0.903 0.6 0.0 0.0
H -3.291 1.460 2.642 0.6 0.0 -0.2
H -1.615 -0.501 1.357 1.1 0.6 -0.9
H -2.084 -0.953 2.749 0.1 0.2 2.3
C -2.098 -4.441 1.872 -2.0 -0.4 -0.2
O -2.514 -4.244 3.192 1.0 0.6 1.6
C -1.424 -3.704 3.999 -1.4 2.8 -1.8
C -2.005 -3.069 5.295 0.1 -1.7 0.1
C -2.746 -1.785 4.995 1.1 -0.6 0.0
N -0.976 -2.819 6.310 -1.1 1.5 -0.5
H -1.181 -4.986 1.825 0.6 -1.0 -0.2
H -1.951 -3.514 1.372 0.2 1.1 -0.4
H -2.992 -4.917 1.392 1.1 -0.1 0.1
H -0.736 -4.473 4.241 0.9 -0.8 0.1
H -0.925 -2.846 3.336 -0.6 -1.7 1.5
H -2.705 -3.848 5.709 0.5 0.7 -0.3
H -3.313 -1.506 5.857 -0.2 0.5 0.6
H -3.424 -2.019 4.197 -0.4 0.3 -0.6
H -1.956 -1.054 4.727 -0.9 -0.1 0.1
H -0.401 -3.587 6.530 0.7 -1.0 0.1
H -0.422 -2.026 6.002 0.2 -0.3 0.1
N 4.737 -0.230 -3.896 -0.7 0.1 -0.9
C 4.536 0.163 -2.623 0.4 0.4 -0.1
N 5.491 -0.150 -1.700 -2.8 0.2 0.7
O 3.538 0.813 -2.374 -0.7 0.2 0.6
H 5.465 -0.752 -4.310 0.8 -0.6 0.2
H 3.973 0.005 -4.502 0.0 0.1 -0.1
H 6.370 -0.266 -2.046 2.9 -0.5 -0.7
H 5.351 0.293 -0.807 0.2 0.1 0.3
N 1.061 1.007 5.727 -0.5 0.9 0.3
C 1.046 -0.127 4.937 1.3 -0.1 0.9
N 2.121 -0.917 5.033 2.3 -1.2 -0.5
O 0.144 -0.486 4.226 -2.1 0.6 -0.8
H 0.188 1.486 5.717 -0.5 0.3 -0.1
H 1.691 1.414 6.438 -0.2 -1.4 -1.0
H 2.208 -1.701 4.309 -0.1 1.5 1.1
H 2.969 -0.428 5.315 -0.1 -0.7 -0.1
```
Positions in Å, forces in eV/Å.

HOMO energy, eV: -8.57
2S+1: 1
Total charge: 0
Orbital gap, eV: 9.12
Largest force on an atom, eV/Å: 3.714

---

[2]
Here is a structure of composition C32H34AuGeN4O2PS at a distorted geometry from OMol25. Energies are from wB97M-V/def2-TZVPD.

```
76
Properties=species:S:1:pos:R:3:forces:R:3
Au -0.625 -0.235 -0.847 0.5 -0.4 -0.2
N 1.131 -5.602 0.826 0.0 0.2 -0.1
C 0.090 -4.922 0.200 0.0 -0.1 0.0
C 0.154 -4.628 -1.167 0.1 0.0 0.0
C -0.858 -3.911 -1.779 0.0 0.1 0.1
C -1.941 -3.469 -1.025 0.2 -0.2 0.1
C -2.031 -3.779 0.323 -0.1 0.0 0.0
C -1.021 -4.501 0.934 0.0 0.0 0.1
S -3.198 -2.508 -1.780 0.2 0.2 0.0
O -3.333 -2.948 -3.141 -0.1 0.0 0.0
O -4.336 -2.527 -0.900 -0.1 0.0 -0.1
N -2.439 -1.053 -1.740 -0.5 1.0 -0.3
C -3.051 0.065 -2.274 0.2 -0.3 0.0
N -4.273 0.049 -2.832 0.3 0.0 0.2
C -4.732 1.212 -3.282 0.0 -0.2 0.1
C -4.022 2.402 -3.197 -0.1 0.0 0.0
C -2.770 2.317 -2.620 0.2 -0.2 0.1
N -2.269 1.172 -2.168 -0.4 0.1 -0.1
H 1.740 -6.135 0.232 0.0 -0.1 0.0
H 0.914 -6.060 1.693 -0.1 0.0 0.0
H 1.003 -4.977 -1.748 -0.1 0.0 0.0
H -0.822 -3.686 -2.841 0.0 0.0 0.1
H -2.905 -3.457 0.881 0.1 0.0 -0.1
H -1.090 -4.750 1.990 0.0 0.0 -0.1
H -5.723 1.189 -3.730 0.1 0.0 0.0
H -4.420 3.336 -3.563 0.0 0.0 0.0
H -2.137 3.192 -2.510 0.0 0.0 0.0
C 1.004 5.200 -0.940 0.0 -0.1 0.0
C 0.783 4.322 -1.997 0.0 0.0 0.0
C 0.918 2.955 -1.802 0.0 0.0 0.0
C 1.298 2.453 -0.554 0.1 0.0 -0.1
C 1.515 3.337 0.497 0.1 0.0 0.0
C 1.365 4.706 0.305 0.0 0.0 0.0
P 1.491 0.643 -0.426 -0.4 0.2 0.4
C 3.119 0.330 -1.185 -0.2 -0.2 -0.2
C 3.423 -0.984 -1.546 0.0 -0.1 0.0
C 4.675 -1.301 -2.051 0.0 0.0 0.0
C 5.630 -0.303 -2.208 0.0 0.1 0.0
C 5.327 1.009 -1.863 0.0 0.0 0.0
C 4.071 1.329 -1.356 0.1 0.0 0.0
C 1.726 0.183 1.306 0.0 0.0 -0.1
C 0.775 -0.876 1.791 -0.1 -0.1 0.0
C 0.925 -1.159 3.259 -0.2 0.0 -0.1
C 1.909 -0.619 4.012 0.1 0.1 0.0
C 2.855 0.279 3.445 -0.1 0.0 0.0
C 2.736 0.659 2.094 0.1 0.0 0.1
H 0.889 6.266 -1.088 0.0 0.0 0.0
H 0.496 4.703 -2.972 0.0 0.0 0.1
H 0.721 2.268 -2.621 0.0 0.1 0.1
H 1.784 2.959 1.475 0.0 0.0 0.0
H 1.524 5.387 1.134 0.0 -0.1 -0.1
H 2.670 -1.759 -1.429 0.0 0.0 0.0
H 4.905 -2.322 -2.332 0.0 0.1 0.0
H 6.610 -0.546 -2.606 -0.1 0.0 0.0
H 6.067 1.789 -1.995 0.0 0.0 0.0
H 3.838 2.357 -1.102 0.0 0.0 0.0
H 1.075 -1.817 1.282 0.0 0.0 0.0
H 0.220 -1.863 3.694 0.1 0.1 0.0
H 1.983 -0.876 5.064 0.0 0.0 -0.1
H 3.652 0.686 4.055 0.0 0.0 -0.1
H 3.460 1.352 1.675 0.0 0.0 0.1
C -1.688 0.884 4.000 0.0 0.0 0.2
Ge -1.872 0.711 2.058 0.1 0.1 0.0
C -3.675 0.144 1.613 -0.2 -0.1 0.0
C -1.597 2.507 1.344 0.1 0.2 -0.1
C -0.676 -0.658 1.328 0.2 -0.1 0.2
H -2.374 1.665 4.346 0.1 -0.1 0.0
H -0.667 1.175 4.257 -0.1 0.0 0.0
H -1.930 -0.047 4.521 0.0 0.1 -0.1
H -4.363 0.984 1.739 0.0 -0.1 0.0
H -4.007 -0.673 2.264 0.0 0.1 -0.1
H -3.739 -0.208 0.580 0.0 0.0 0.1
H -2.507 3.082 1.546 0.1 0.0 0.0
H -1.420 2.505 0.262 -0.1 0.0 0.2
H -0.757 3.005 1.838 -0.2 -0.1 -0.1
H -1.205 -1.610 1.355 0.0 0.0 0.0
```
Positions in Å, forces in eV/Å.

HOMO energy (alpha / beta), eV: -6.89 / -8.09
2S+1: 3
Total charge: 0
Orbital gap (alpha / beta), eV: 7.34 / 7.15
Largest force on an atom, eV/Å: 1.200

---

[3]
Here is a cluster of 3 separate species, C29H51BN2O6S in total at a distorted geometry from OMol25. Energies are from wB97M-V/def2-TZVPD.

```
90
Properties=species:S:1:pos:R:3:forces:R:3
C -2.769 -2.476 2.106 0.1 -0.2 0.1
C -2.402 -1.729 1.242 0.0 -0.5 -0.8
C -1.875 -1.105 -0.003 0.1 0.1 0.7
C -2.996 -0.558 -0.922 0.1 -0.5 -0.3
C -4.192 -1.513 -1.155 -0.9 1.1 -0.2
N -5.389 -0.658 -1.430 0.4 -0.3 0.0
C -0.843 -0.013 0.433 0.0 0.3 -0.7
C -1.479 1.303 0.976 0.8 0.1 -0.1
C -0.891 2.523 0.262 -0.1 0.2 0.6
C -0.969 2.698 -1.124 0.1 0.1 0.0
C -0.378 3.807 -1.730 0.0 -0.3 0.7
C 0.302 4.742 -0.938 0.3 0.8 -0.3
C 0.973 5.922 -1.639 0.3 -0.8 0.1
C 0.370 4.601 0.447 -0.4 -0.8 -0.1
C -0.230 3.483 1.036 -0.1 0.0 -0.3
C 0.188 -0.486 1.478 -0.2 0.8 0.4
B 1.502 0.455 1.604 0.5 0.6 0.2
C 2.480 0.830 0.430 -0.1 -0.2 -0.1
O 1.775 0.996 2.850 -0.6 0.3 -0.7
O 0.642 -1.871 1.318 -0.5 0.3 -0.9
S 0.624 -2.412 -0.175 1.4 -2.5 -0.8
O 1.568 -1.772 -1.047 -0.6 1.3 0.4
O 0.831 -3.826 -0.088 -0.6 0.2 0.7
C -1.071 -2.153 -0.840 -0.4 0.5 0.3
O -1.773 -3.359 -0.984 -0.1 0.6 0.7
N -1.333 -3.998 -2.223 0.1 -0.2 -0.8
O -2.117 -3.832 -3.057 0.1 -0.2 0.3
H -3.008 -3.231 2.828 -0.1 0.4 0.0
H -3.405 0.405 -0.605 0.1 -0.3 0.2
H -2.539 -0.379 -1.910 -0.1 0.2 0.3
H -4.033 -2.115 -2.053 0.2 -0.2 0.4
H -4.432 -2.132 -0.285 0.6 -0.2 -0.2
H -5.998 -0.666 -0.621 -0.1 0.1 -0.2
H -5.901 -1.021 -2.223 -0.1 0.0 0.2
H -0.279 0.271 -0.473 -0.2 -0.2 0.1
H -2.573 1.305 0.962 0.2 -0.1 -0.1
H -1.194 1.395 2.035 -0.3 0.0 -0.2
H -1.481 1.940 -1.720 0.1 0.2 0.0
H -0.408 3.946 -2.810 0.0 -0.1 0.2
H 0.213 6.584 -2.065 0.3 0.0 0.0
H 1.610 5.505 -2.434 -0.3 0.3 -0.1
H 1.665 6.460 -0.980 -0.4 0.1 0.0
H 0.899 5.312 1.079 -0.1 0.0 -0.3
H -0.181 3.328 2.115 0.0 0.2 -0.2
H -0.317 -0.460 2.458 0.0 -0.5 -0.3
H 3.075 1.724 0.653 -0.1 -0.3 0.1
H 3.151 -0.012 0.198 -0.2 0.2 -0.1
H 1.906 1.044 -0.484 0.2 -0.2 0.1
H 0.949 1.205 3.307 0.3 -0.5 0.4
H -0.923 -1.722 -1.842 0.4 0.1 0.4
C 4.992 6.419 -7.328 0.1 0.1 0.1
C 5.698 5.371 -6.474 0.0 0.0 -0.1
C 5.107 3.969 -6.625 0.0 0.0 0.1
C 3.647 3.834 -6.187 0.0 0.1 0.0
C 3.369 4.236 -4.739 0.0 -0.2 0.0
C 4.105 3.370 -3.721 -0.1 0.1 0.1
H 3.943 6.530 -7.047 0.0 0.0 0.0
H 5.469 7.393 -7.207 0.0 0.0 0.0
H 5.037 6.153 -8.386 0.0 0.0 0.0
H 5.683 5.680 -5.425 0.0 0.0 0.0
H 6.752 5.334 -6.765 0.0 0.0 0.0
H 5.724 3.263 -6.062 0.0 0.0 0.0
H 5.183 3.663 -7.673 0.0 0.0 0.0
H 3.337 2.795 -6.333 0.0 0.0 0.0
H 3.011 4.431 -6.847 0.0 0.0 0.0
H 2.293 4.148 -4.558 0.0 0.0 0.0
H 3.622 5.288 -4.579 0.0 0.0 0.0
H 3.828 2.320 -3.831 0.0 0.0 0.0
H 3.851 3.678 -2.704 0.0 -0.1 0.0
H 5.188 3.453 -3.827 0.0 0.0 0.0
C -2.847 -6.280 8.593 0.0 -0.1 0.0
C -1.703 -6.436 7.596 0.0 0.1 0.1
C -1.553 -5.240 6.656 0.1 0.0 -0.1
C -2.757 -4.978 5.751 -0.1 0.0 0.1
C -3.160 -6.147 4.852 0.1 0.1 -0.1
C -2.074 -6.543 3.856 -0.1 -0.1 0.0
H -3.813 -6.201 8.092 0.0 0.0 0.0
H -2.892 -7.144 9.259 0.0 0.0 0.0
H -2.706 -5.390 9.210 0.0 0.0 0.0
H -1.838 -7.357 7.023 0.0 0.0 0.0
H -0.768 -6.557 8.151 0.0 0.0 0.0
H -0.659 -5.383 6.043 0.0 0.0 0.0
H -1.366 -4.341 7.252 0.0 0.0 0.0
H -2.533 -4.108 5.123 0.0 0.0 0.0
H -3.618 -4.692 6.362 0.0 0.0 0.0
H -4.057 -5.862 4.295 0.0 0.0 0.0
H -3.439 -7.015 5.457 0.0 0.0 0.0
H -1.815 -5.702 3.208 0.1 0.0 0.0
H -2.421 -7.360 3.222 0.1 0.0 0.0
H -1.166 -6.879 4.359 0.0 0.0 0.0
```
Positions in Å, forces in eV/Å.

HOMO energy, eV: -9.19
2S+1: 1
Total charge: 0
Orbital gap, eV: 8.48
Largest force on an atom, eV/Å: 2.965